{"formula": "C41H40BrLaN7O11SSb", "method": "ωB97M-V with the def2-TZVPD basis set", "homo_ev": -7.14, "e_above_lowest_kj_mol": 409.9, "e_tot_ha": -6041.25581, "gap_ev": 6.0, "total_charge": 0, "symbols": ["La", "N", "C", "C", "N", "H", "H", "H", "H", "H", "H", "H", "H", "O", "C", "O", "C", "C", "C", "C", "C", "C", "O", "N", "O", "O", "N", "O", "O", "H", "H", "N", "C", "C", "C", "N", "C", "C", "H", "H", "H", "H", "H", "H", "N", "C", "C", "O", "O", "H", "H", "H", "H", "H", "Br", "C", "C", "C", "C", "C", "C", "C", "O", "O", "H", "H", "H", "H", "S", "Sb", "C", "C", "C", "C", "C", "C", "C", "C", "C", "C", "C", "C", "C", "C", "C", "C", "C", "C", "H", "H", "H", "H", "H", "H", "H", "H", "H", "H", "H", "H", "H", "H", "H"], "coordinates": [[-5.62016, -18.02968, 14.54492], [-3.13638, -19.35712, 14.84402], [-2.83475, -19.56851, 16.23830], [-2.74098, -18.17953, 16.90590], [-3.57114, -17.17612, 16.23834], [-3.10445, -20.31194, 14.42282], [-2.47028, -18.76165, 14.32929], [-1.82391, -20.01433, 16.32874], [-3.50889, -20.30197, 16.71445], [-1.67908, -17.76328, 16.85080], [-3.00479, -18.22127, 17.97196], [-2.97998, -16.64199, 15.65463], [-4.00404, -16.62949, 16.94538], [-5.42412, -17.85631, 9.23358], [-5.61819, -18.33147, 10.35345], [-5.69756, -17.48413, 11.41689], [-5.94042, -19.77033, 10.61443], [-6.31308, -20.42339, 9.43587], [-6.77002, -21.74274, 9.63723], [-7.13974, -22.21534, 10.87991], [-7.01007, -21.42132, 12.01329], [-6.07568, -20.30714, 11.90341], [-5.52478, -19.76377, 12.98263], [-7.71266, -21.80132, 13.20274], [-8.77691, -22.47336, 13.03038], [-7.28883, -21.41805, 14.29503], [-7.04828, -22.50979, 8.46901], [-6.59632, -22.13284, 7.37495], [-7.61875, -23.63842, 8.66385], [-6.21131, -19.96192, 8.41704], [-7.59258, -23.19501, 10.98907], [-8.00198, -12.31001, 17.50208], [-7.63257, -13.36381, 16.67925], [-6.27404, -13.42972, 16.34216], [-5.83274, -14.27836, 15.29920], [-6.65213, -15.25490, 14.93076], [-7.99327, -15.12277, 15.10000], [-8.54952, -14.19344, 15.96546], [-7.28501, -12.19561, 18.30709], [-9.00178, -12.28176, 17.81984], [-5.70003, -12.67184, 16.72206], [-4.79893, -14.25441, 14.80738], [-8.58677, -15.83613, 14.55040], [-9.63812, -14.14854, 16.03720], [-10.44151, -20.48028, 14.24818], [-9.67481, -19.30772, 14.78998], [-8.84981, -18.64606, 13.68350], [-9.11022, -18.92635, 12.51212], [-7.86164, -17.98960, 14.15235], [-11.08603, -20.92838, 14.94278], [-9.78329, -21.28028, 13.88942], [-10.95905, -20.19712, 13.42285], [-9.05354, -19.57048, 15.65274], [-10.39305, -18.61561, 15.24157], [-8.58354, -18.15140, 22.14450], [-7.46308, -19.20857, 20.92719], [-7.30603, -20.54689, 21.11069], [-6.67226, -21.26106, 20.12979], [-6.42218, -20.71986, 18.84516], [-6.72379, -19.40067, 18.63310], [-7.21167, -18.59904, 19.71220], [-6.44820, -18.76345, 17.29991], [-5.92100, -19.45636, 16.41343], [-6.84780, -17.60488, 17.04073], [-7.50356, -20.93809, 22.11124], [-6.31708, -22.25620, 20.28409], [-6.09860, -21.34326, 18.00894], [-7.34580, -17.56503, 19.57131], [-3.66389, -16.39760, 12.92330], [-4.73989, -15.66735, 10.87356], [-6.86434, -15.36764, 10.27944], [-7.14782, -14.37457, 9.37565], [-8.46342, -13.90568, 9.17455], [-9.47830, -14.45686, 9.93289], [-9.22735, -15.54573, 10.73119], [-7.89664, -15.91207, 11.00922], [-4.15728, -13.56017, 11.42971], [-4.93950, -12.70601, 12.19174], [-4.37590, -11.60098, 12.84576], [-2.97792, -11.39820, 12.81566], [-2.16206, -12.23163, 11.97834], [-2.82172, -13.20177, 11.25047], [-3.05333, -16.48892, 9.88638], [-2.29999, -17.57828, 10.33086], [-1.28425, -18.03963, 9.50408], [-1.07617, -17.51153, 8.20177], [-1.79611, -16.41405, 7.86392], [-2.83677, -15.93740, 8.65949], [-6.32737, -13.97425, 8.85341], [-8.54811, -13.13187, 8.43213], [-10.43536, -13.90785, 9.80495], [-10.05739, -16.04831, 11.18568], [-7.71715, -16.62656, 11.86242], [-6.00292, -12.88463, 12.36557], [-4.98340, -10.99140, 13.49348], [-2.59192, -10.48372, 13.35112], [-1.09805, -12.03841, 11.84401], [-2.13884, -13.80310, 10.65542], [-2.62979, -18.12421, 11.26221], [-0.60981, -18.80115, 9.95330], [-0.37568, -18.03123, 7.56899], [-1.49796, -15.86980, 6.99816], [-3.48221, -15.06526, 8.38915]], "forces_ev_per_angstrom": [[1.8, 1.8, -0.8], [-0.6, -1.7, -1.3], [1.8, 0.4, 0.8], [1.2, 0.2, 0.5], [-0.8, -1.4, 0.4], [-0.2, 1.3, -0.1], [-0.3, -0.4, 0.5], [-0.3, 0.0, 0.2], [-0.2, 0.8, -0.4], [-1.1, -1.0, 0.2], [0.1, -0.1, -0.3], [0.2, 1.1, -0.7], [-0.3, 1.0, 0.3], [0.0, -1.1, 0.5], [-0.5, 2.6, 1.7], [0.3, -3.1, -1.8], [0.0, 1.1, -2.6], [0.4, -0.6, 1.1], [-0.2, 1.1, -0.4], [-1.0, -0.2, 0.1], [1.5, 0.0, -0.9], [-0.2, 0.8, 4.1], [-1.3, -1.8, -3.0], [0.8, 0.0, -0.2], [1.0, 1.1, 0.9], [-1.2, -0.5, -1.0], [0.1, -3.5, -1.0], [-1.2, -0.5, 1.7], [1.1, 2.9, -1.0], [-0.1, -0.5, 1.4], [-0.1, 0.2, -0.3], [0.1, 0.0, 2.6], [-0.5, -0.3, -1.2], [-1.1, -1.5, -2.2], [0.3, 0.0, 1.7], [-0.7, -0.3, -2.1], [1.3, 0.2, 1.1], [0.7, 0.2, 0.0], [-2.0, 0.0, -1.8], [1.6, -0.2, -0.3], [1.7, 1.7, 0.8], [-1.4, -0.1, 1.0], [-0.1, -0.1, 0.1], [0.4, 0.3, 0.2], [0.8, -1.8, 0.4], [-0.6, 0.3, 0.9], [0.9, -0.9, -0.2], [-0.3, 0.3, 0.7], [-2.1, 0.0, -0.8], [0.7, 0.7, -0.7], [-0.8, 1.0, 0.5], [-0.1, 0.2, -0.3], [0.1, -0.5, -0.5], [-0.1, 0.1, -0.4], [0.8, -0.6, -0.2], [-1.9, 2.0, -0.8], [0.8, -0.5, 1.6], [0.5, -0.3, -1.7], [-0.6, -0.7, 0.9], [0.1, 1.6, 1.0], [0.9, -1.8, -0.7], [-1.6, 1.1, 0.3], [1.2, -2.2, -0.3], [0.3, 0.3, 0.6], [0.0, -0.2, -0.5], [-0.2, -0.6, 0.3], [0.2, 0.2, 0.4], [-0.3, 1.0, -0.3], [-0.3, 0.9, 1.0], [-0.1, -0.1, 2.6], [1.2, 0.8, 0.8], [-1.3, 0.0, -0.2], [2.3, -0.5, 0.3], [-0.9, 1.4, -1.5], [0.7, 0.3, 0.6], [-0.9, -1.4, 1.3], [0.0, 0.0, -0.8], [-0.5, 0.1, 0.4], [1.5, -0.8, 0.0], [0.0, 0.6, -0.5], [-1.7, 1.8, 0.9], [1.3, -1.1, 0.1], [-1.0, -0.1, -0.5], [-0.7, -0.5, 0.5], [0.3, -0.6, 0.3], [0.2, -1.2, 2.4], [-0.4, 0.9, -0.8], [0.2, 1.3, -0.3], [0.7, 0.8, -0.9], [-0.6, 0.3, 0.1], [0.2, -1.2, 0.3], [-0.1, -0.2, 0.6], [-0.2, 0.7, -1.4], [0.2, -0.1, -0.2], [-0.2, 0.2, -0.1], [-0.1, -1.3, -0.6], [-0.3, -0.1, 0.1], [-0.4, -0.3, -0.2], [0.9, 0.9, -1.0], [-0.6, 0.3, -0.8], [0.3, 0.5, -0.2], [-0.3, 0.2, -0.9], [0.9, -0.8, -0.3]]}